No. 1
Below is a molecular structure, C25H24BI2N9OSn, with properties calculated with ωB97M-V with the def2-TZVPD basis set.

## Properties
expectation value of S²: 0.786
multiplicity: 2
highest occupied orbital energy (spin up / spin down): -10.94 / -11.26 eV
LUMO energy (spin up / spin down): -0.1164 / -0.1918 Eh
net charge: +1
total energy: -2369.5779 Eh

Positions of all 63 atoms, in Å:
1 Sn -0.1909 -0.2070 1.9361
2 C -3.0356 1.5061 3.8526
3 C -3.1197 1.5213 2.3608
4 C -4.1234 2.0434 1.5381
5 C -3.6870 1.8133 0.2533
6 N -2.4929 1.1991 0.3139
7 N -2.1441 1.0263 1.6065
8 B -1.6211 0.6401 -0.8372
9 N -0.0898 0.9774 -0.5829
10 C 0.7900 1.1145 -1.5927
11 C 1.8294 1.9056 -1.1649
12 C 1.5255 2.2164 0.1658
13 C 2.2098 3.1734 1.0757
14 N 0.3810 1.6406 0.5234
15 N -1.7234 -0.8872 -0.7789
16 C -2.2304 -1.8354 -1.5767
17 C -2.2660 -3.0203 -0.8687
18 C -1.7635 -2.7136 0.3961
19 C -1.7094 -3.5811 1.6078
20 N -1.4279 -1.4213 0.4380
21 N -2.0432 1.2636 -2.1399
22 C -2.0723 2.5998 -2.3779
23 C -2.3089 2.7787 -3.7133
24 C -2.3993 1.4706 -4.2408
25 C -2.6273 1.0619 -5.6611
26 N -2.2308 0.5665 -3.2922
27 H -3.8235 2.1219 4.2798
28 H -2.0772 1.8996 4.1924
29 H -3.1481 0.4956 4.2482
30 H -5.0433 2.5106 1.8424
31 H -4.1531 2.0299 -0.6931
32 H 0.5851 0.6846 -2.5606
33 H 2.6721 2.2452 -1.7424
34 H 3.2905 3.0525 1.0702
35 H 1.8331 3.0809 2.0933
36 H 2.0041 4.1889 0.7384
37 H -2.5311 -1.5834 -2.5787
38 H -2.6340 -3.9726 -1.2084
39 H -1.2390 -4.5335 1.3814
40 H -2.7240 -3.7836 1.9539
41 H -1.1551 -3.1112 2.4182
42 H -1.9208 3.3139 -1.5839
43 H -2.4149 3.7094 -4.2438
44 H -3.2191 1.8086 -6.1878
45 H -3.1445 0.1056 -5.7062
46 H -1.6797 0.9557 -6.1914
47 I 1.5080 -5.4800 0.3651
48 C 2.7907 -3.8937 0.6171
49 C 4.1306 -4.0604 0.3216
50 C 5.0484 -3.0413 0.5399
51 I 7.0213 -3.4222 0.0678
52 C 4.6488 -1.7836 1.1150
53 C 5.5478 -0.7611 1.4704
54 C 5.0785 0.3636 2.1059
55 C 3.7072 0.4776 2.3464
56 N 2.8234 -0.4412 1.9659
57 C 3.2863 -1.5680 1.3806
58 C 2.2770 -2.6297 1.1081
59 O 1.0856 -2.4307 1.3354
60 H 4.4698 -5.0072 -0.0743
61 H 6.6037 -0.8820 1.2706
62 H 5.7519 1.1461 2.4256
63 H 3.3148 1.3425 2.8761

=====

No. 2
Below is a molecular structure, C11H39BrN15O8Y in a non-equilibrium geometry, with properties calculated with ωB97M-V with the def2-TZVPD basis set.

## Properties
highest occupied orbital energy: -12.58 eV
energy above the lowest of the compared OMol25 structures with the same formula, charge and spin: 18.5 kcal/mol
LUMO energy: -0.1628 Eh
net charge: +2
total energy: -4478.2179 Eh

Positions of all 75 atoms, in Å:
1 Y 0.6659 0.0883 0.3571
2 Br 2.9294 -1.4439 1.2044
3 C 2.9411 2.3541 1.4798
4 O 2.0303 1.7984 0.8379
5 N 3.7887 1.6464 2.2483
6 N 3.1745 3.6698 1.3838
7 H 3.7659 0.6316 2.3026
8 H 4.5863 2.0784 2.6836
9 H 2.7187 4.1165 0.6091
10 H 3.8831 4.1023 1.9476
11 C -1.3460 2.6610 1.5215
12 O -0.8445 1.6515 0.9977
13 N -2.3914 2.6138 2.3679
14 N -0.9335 3.9027 1.2079
15 H -2.7455 1.7011 2.5855
16 H -2.8463 3.4831 2.5680
17 H -0.2027 4.0885 0.5512
18 H -1.3171 4.6079 1.8102
19 C 3.5490 1.2219 -2.0958
20 O 2.6999 0.4689 -1.5962
21 N 4.6331 0.7400 -2.7318
22 N 3.2797 2.5137 -2.3828
23 H 4.6564 -0.2477 -2.9241
24 H 5.3191 1.2644 -3.2436
25 H 2.4342 2.8949 -1.9928
26 H 3.8532 3.1073 -2.9515
27 C 0.4442 -1.8483 -2.6515
28 O 0.4791 -1.4440 -1.4853
29 N 1.4350 -1.5882 -3.5367
30 N -0.5856 -2.5475 -3.1456
31 H 1.3914 -2.0379 -4.4323
32 H 2.2610 -1.0930 -3.2405
33 H -0.6351 -2.7778 -4.1179
34 H -1.1884 -2.8582 -2.3870
35 C -0.1803 1.8667 -2.6232
36 O 0.1723 1.3305 -1.5662
37 N -0.2846 1.1770 -3.7830
38 N -0.3328 3.1935 -2.7600
39 H -0.7145 1.5839 -4.5924
40 H -0.0016 0.2174 -3.7326
41 H -0.2560 3.8320 -1.9918
42 H -0.3938 3.5916 -3.6801
43 C 0.5827 0.6776 4.1071
44 O 0.5305 0.3395 2.9136
45 N -0.4252 0.3440 4.9318
46 N 1.3557 1.7353 4.4951
47 H -1.1479 -0.2321 4.5435
48 H -0.4987 0.6440 5.8876
49 H 1.9909 2.0921 3.8097
50 H 1.5021 1.8692 5.4816
51 C -3.0400 -0.2956 -0.8503
52 O -1.8493 -0.0069 -0.7109
53 N -3.6001 -0.4748 -2.0632
54 N -3.9465 -0.4895 0.1563
55 H -2.9944 -0.5888 -2.8594
56 H -4.5327 -0.8305 -2.1431
57 H -3.8021 -0.2801 1.1262
58 H -4.9016 -0.6273 -0.1122
59 C -0.2917 -3.6959 2.5654
60 C -0.3984 -3.2158 1.1105
61 C -1.5947 -3.9692 0.4713
62 O -1.8644 -3.6232 -0.8624
63 C -3.1352 -4.0848 -1.3171
64 N -0.7207 -1.7566 1.1010
65 H -0.3720 -4.7720 2.7078
66 H -0.9025 -3.1968 3.3230
67 H 0.7108 -3.3986 2.8912
68 H 0.4941 -3.4384 0.5267
69 H -2.5048 -3.9674 1.0916
70 H -1.4096 -5.0474 0.5904
71 H -3.3505 -5.1462 -1.1837
72 H -3.2106 -3.8434 -2.3754
73 H -3.9232 -3.5592 -0.7694
74 H -1.4516 -1.7792 0.3961
75 H -1.1901 -1.6944 2.0001

=====

No. 3
Below is a gas-phase ion, C8H13N2 (charge +1) in a non-equilibrium geometry, with properties calculated with ωB97M-V with the def2-TZVPD basis set.

## Properties
highest occupied orbital energy: -12.54 eV
energy above the lowest of the compared OMol25 structures with the same formula, charge and spin: 173.9 kcal/mol
LUMO energy: -0.2025 Eh
structure (SMILES): C/C=C/C(C)=C(\C)C#[N+]N
net charge: +1
total energy: -421.6598 Eh

Positions of all 23 atoms, in Å:
1 C 3.3244 0.1626 1.4534
2 C 2.1249 0.6769 0.7974
3 C 0.8336 0.0736 0.8442
4 C -0.1389 0.5948 -0.0427
5 C -0.1943 1.8593 -0.8529
6 C -1.3339 -0.2598 -0.2705
7 C -1.3028 -1.6652 0.3550
8 C -2.4149 0.2371 -0.8118
9 N -3.8432 -0.3647 -1.1084
10 N -4.1940 -0.6782 -2.2501
11 H 3.9458 -0.2792 0.7402
12 H 3.1611 -0.8043 2.0755
13 H 3.8381 0.8398 2.0878
14 H 2.3134 1.7464 0.4367
15 H 0.7234 -0.8916 1.3856
16 H 0.3829 2.6275 -0.4560
17 H -1.2568 2.1201 -0.9639
18 H 0.1811 1.7744 -1.9110
19 H -0.5702 -2.2663 -0.0670
20 H -1.3104 -1.8100 1.3414
21 H -2.1602 -2.2100 -0.0388
22 H -5.1333 -0.4626 -2.6205
23 H -3.4445 -1.0213 -2.9073